No. 1
This record from OMol25 describes an isolated molecule of C28H32N4O6. The level of theory is ωB97M-V/def2-TZVPD.

```
! wB97M-V def2-TZVPD RIJCOSX def2/J DEFGRID3
* xyz 0 1
C 1.1306 -3.3181 4.0630
C -0.3873 -3.1986 3.9506
C -0.9306 -2.2149 4.9857
C -0.8375 -2.8445 2.5266
C -0.3000 -1.5195 1.9897
N -1.0398 -1.1505 0.7915
C -1.0844 0.1208 0.3588
O -0.8361 1.0817 1.0622
C -1.5438 0.2996 -1.0956
C -1.0676 -0.7877 -2.0747
C -1.8567 -2.0650 -1.9737
C -1.2389 -3.2550 -1.5985
C -1.9718 -4.4265 -1.5018
C -3.3271 -4.4231 -1.7812
C -3.9467 -3.2452 -2.1657
C -3.2167 -2.0747 -2.2629
N -1.0741 1.6148 -1.5179
C 0.2787 1.8513 -1.3707
O 1.0725 0.9924 -1.0527
N 0.6889 3.1277 -1.6450
C -0.1393 4.1532 -2.0334
C 0.3515 5.4344 -2.2778
C -0.5135 6.4323 -2.6768
C -1.8710 6.1736 -2.8381
C -2.3625 4.9093 -2.5966
C -1.5024 3.8879 -2.1936
C -2.0244 2.5479 -1.9192
O -3.1903 2.2358 -2.0332
C 1.1378 -1.6490 1.4846
O 1.4302 -2.5930 0.7407
N 2.0109 -0.6866 1.7645
C 1.8125 0.4529 2.6484
C 3.1604 1.1679 2.6294
C 3.6662 0.8938 1.2172
C 3.2464 -0.5527 0.9894
C 4.3191 -1.5620 1.4569
O 5.3824 -1.2207 1.8961
O 3.9739 -2.8282 1.3131
H 1.5240 -3.9808 3.2963
H 1.6089 -2.3476 3.9568
H 1.4038 -3.7211 5.0357
H -0.8178 -4.1828 4.1697
H -2.0086 -2.1103 4.8881
H -0.7111 -2.5717 5.9892
H -0.4787 -1.2323 4.8748
H -1.9286 -2.7992 2.5017
H -0.5146 -3.6345 1.8438
H -0.4166 -0.7092 2.7076
H -1.1711 -1.9015 0.1261
H -2.6394 0.3590 -1.1075
H -0.0059 -0.9803 -1.9101
H -1.1850 -0.3819 -3.0843
H -0.1783 -3.2698 -1.3859
H -1.4798 -5.3420 -1.2092
H -3.8985 -5.3361 -1.7059
H -5.0022 -3.2394 -2.3939
H -3.7037 -1.1613 -2.5726
H 1.6772 3.3080 -1.5297
H 1.4052 5.6348 -2.1520
H -0.1303 7.4237 -2.8650
H -2.5355 6.9638 -3.1505
H -3.4099 4.6756 -2.7091
H 1.5400 0.1168 3.6521
H 1.0202 1.0960 2.2521
H 3.0626 2.2285 2.8485
H 3.8416 0.7173 3.3521
H 4.7443 1.0069 1.1299
H 3.1598 1.5329 0.4951
H 3.0234 -0.7625 -0.0643
H 3.0408 -2.9146 0.9630
*
```

Output
* E_HOMO: -0.337 Ha
* SMILES: CC(C)C[C@H](NC(=O)[C@H](Cc1ccccc1)n1c(=O)[nH]c2ccccc2c1=O)C(=O)N1CCC[C@H]1C(=O)O
* HOMO-LUMO gap: 0.3419 hartree
* molecular weight: 520.6 Da

Atom charges from the Löwdin analysis, given in e for atoms 1 to 8:
1 C -0.057
2 C -0.410
3 C -0.071
4 C -0.114
5 C -0.191
6 N 0.160
7 C -0.408
8 O 0.080


No. 2
This record from OMol25 describes a cluster of 3 separate species, C28H46IN4O6 in total. The level of theory is ωB97M-V/def2-TZVPD.

```
! wB97M-V def2-TZVPD RIJCOSX def2/J DEFGRID3
* xyz 1 1
O 4.7055 -3.5462 4.7856
C 3.7720 -2.8692 4.2896
I 1.8754 -2.8604 5.4221
C 3.9337 -2.0212 2.9061
C 2.8180 -0.8669 2.9777
C 3.0105 0.3183 3.9612
C 1.8861 1.3882 4.0335
C 0.6534 1.1983 3.1099
C -0.5655 2.2356 3.1621
C -1.8586 1.3805 3.6814
C -3.1131 1.5486 2.6938
O -2.8943 1.6398 1.4484
N -4.5064 1.5517 3.1744
C -5.0910 0.1922 2.9952
C -4.3336 -1.1452 3.3002
C -4.9934 -2.5624 3.1146
C -6.4548 -2.6885 2.6197
C -7.2150 -1.3547 2.3014
C -6.5598 0.0451 2.4667
C 0.5913 -0.0275 2.1290
N 1.6718 -1.0010 2.1019
H 3.6572 -2.7301 2.0376
H 4.9749 -1.5754 2.7813
H 3.9305 0.3840 4.6257
H 2.0177 2.2614 4.7628
H -0.3193 3.0077 3.9877
H -0.7576 2.7739 2.1753
H -2.1016 1.6269 4.7830
H -1.6136 0.2484 3.6817
H -4.4576 1.6891 4.2081
H -3.2502 -1.1367 3.6679
H -4.4365 -3.5338 3.3639
H -6.9392 -3.7167 2.5097
H -8.2971 -1.4755 1.9461
H -7.1567 0.9756 2.1978
H -0.3119 -0.1669 1.4318
H 1.6045 -1.7957 1.4454
C 3.1463 -4.8900 0.0094
O 4.2616 -4.0326 -0.1904
C 5.5122 -4.7300 -0.1490
C 6.1862 -4.6829 -1.5198
N 5.4650 -5.5114 -2.4872
C 5.9237 -5.3313 -3.8670
C 5.6761 -3.9605 -4.5149
O 4.2983 -3.6651 -4.7222
C 3.6566 -3.0438 -3.6205
H 2.2466 -4.2723 0.0553
H 3.0424 -5.5927 -0.8200
H 3.2415 -5.4360 0.9539
H 5.4000 -5.7593 0.2069
H 6.1452 -4.1997 0.5695
H 7.2142 -5.0470 -1.4287
H 6.2161 -3.6366 -1.8435
H 4.4774 -5.2826 -2.4455
H 5.4048 -6.0848 -4.4678
H 6.9919 -5.5686 -3.9223
H 6.1244 -3.9917 -5.5129
H 6.1800 -3.1450 -3.9853
H 4.3362 -2.4084 -3.0454
H 3.1996 -3.7955 -2.9723
H 2.8498 -2.4188 -4.0108
C -3.7384 6.3951 -4.9715
O -3.2841 6.8168 -3.6936
C -4.2903 6.7141 -2.6839
C -3.8876 5.6663 -1.6466
N -3.9541 4.3171 -2.2107
C -3.3655 3.2933 -1.3447
C -1.8480 3.3668 -1.1077
O -1.0736 3.1130 -2.2762
C -0.8105 4.2610 -3.0706
H -2.9456 6.5914 -5.6949
H -3.9536 5.3236 -4.9737
H -4.6287 6.9572 -5.2707
H -5.2788 6.5017 -3.1045
H -4.3440 7.6903 -2.1917
H -4.5624 5.7314 -0.7870
H -2.8721 5.9016 -1.3091
H -3.4633 4.3069 -3.0989
H -3.5866 2.3273 -1.8100
H -3.8828 3.3004 -0.3793
H -1.5936 2.5668 -0.4054
H -1.5401 4.3001 -0.6233
H -0.7304 5.1730 -2.4727
H -1.5783 4.3771 -3.8383
H 0.1404 4.1029 -3.5849
*
```

Output
* E_HOMO: -0.369 Ha
* HOMO-LUMO gap: 0.1904 hartree
* molecular weight: 661.6 Da

Atom charges from the Löwdin analysis, given in e for atoms 1 to 8:
1 O -0.031
2 C -0.696
3 I 0.815
4 C -0.078
5 C -0.209
6 C 0.028
7 C 0.066
8 C -0.098


No. 3
This record from OMol25 describes a cluster of 3 separate species, C5H15N2 in total. The level of theory is ωB97M-V/def2-TZVPD.

```
! wB97M-V def2-TZVPD RIJCOSX def2/J DEFGRID3
* xyz 1 1
C -2.8886 -0.7045 -0.3868
C 0.0497 -1.3525 -1.7297
C -1.9234 -0.4067 0.6389
C 0.6281 -0.3691 -0.7799
C 1.4236 0.6648 -1.2269
N 1.7624 1.5973 2.3000
N 1.9991 1.5600 -0.4394
H -3.8185 -0.1543 -0.1821
H -2.5812 -0.3020 -1.3614
H -3.1024 -1.7648 -0.4814
H -0.7750 -0.9186 -2.3068
H -0.3246 -2.2339 -1.2190
H 0.7979 -1.6594 -2.4613
H -1.6793 0.6160 0.8674
H -1.5315 -1.1775 1.2787
H 0.5859 -0.5601 0.2809
H 1.5904 0.7609 -2.2947
H 2.4965 2.2168 2.6301
H 1.8819 0.7194 2.7899
H 2.6238 2.2431 -0.8392
H 0.8792 2.0010 2.5948
H 1.8944 1.5329 0.6011
*
```

Output
* E_HOMO (spin up / spin down): -0.423 / -0.486 Ha
* HOMO-LUMO gap (spin up / spin down): 0.2045 / 0.3565 hartree
* molecular weight: 103.2 Da

Atom charges from the Löwdin analysis, given in e for atoms 1 to 8:
1 C -0.165
2 C -0.084
3 C -0.008
4 C -0.081
5 C -0.111
6 N 0.034
7 N 0.176
8 H 0.098


No. 4
This record from OMol25 describes a structure of composition C4H8O3. The level of theory is ωB97M-V/def2-TZVPD.

```
! wB97M-V def2-TZVPD RIJCOSX def2/J DEFGRID3
* xyz 0 1
O 1.5968 -0.7358 -1.4698
C 0.7555 0.3883 -1.3528
C -0.5594 0.2303 -0.6195
C -0.2967 0.6095 1.2568
O -1.5435 1.1144 1.5809
C -0.2774 -1.0369 0.6032
O -0.9363 -1.1207 -0.6338
H 1.0307 -1.4547 -1.7845
H 1.3603 1.2071 -0.9502
H 0.3936 0.7177 -2.3379
H 0.1289 0.2453 2.1958
H 0.4190 1.3620 0.8999
H -1.9308 1.3872 0.7307
H -0.8890 -1.4831 1.3816
H 0.7449 -1.4172 0.5426
*
```

Output
* E_HOMO: -0.311 Ha
* HOMO-LUMO gap: 0.3364 hartree
* molecular weight: 104.1 Da

Atom charges from the Löwdin analysis, given in e for atoms 1 to 8:
1 O -0.064
2 C -0.262
3 C -0.121
4 C -0.264
5 O -0.045
6 C -0.124
7 O -0.075
8 H 0.094


No. 5
This record from OMol25 describes a cluster of 2 separate species, C4H12N5S in total. The level of theory is ωB97M-V/def2-TZVPD.

```
! wB97M-V def2-TZVPD RIJCOSX def2/J DEFGRID3
* xyz 1 1
C 0.1819 0.9271 -1.9718
C 1.0888 -1.5296 -0.3391
C -0.7083 -0.2227 2.5477
C 0.1775 0.5713 1.6128
N 0.7575 1.7194 -2.8917
N -0.7305 0.0516 -2.4042
N 0.3276 -2.5143 0.0029
N -0.0093 0.1578 0.1772
N 0.4028 1.0946 -0.6694
S 2.3642 -1.0662 -1.2080
H -1.3624 0.3109 3.3176
H -1.2836 -0.8717 1.8946
H -0.2010 -0.8586 3.2434
H -0.1256 1.5878 1.6310
H 1.2185 0.4626 1.8466
H 0.4318 1.7287 -3.7690
H 1.6884 2.1230 -2.7874
H -1.0602 -0.0653 -3.3678
H -1.3696 -0.4576 -1.7046
H -0.6215 -2.3502 0.2837
H 0.7459 -3.4682 0.0547
H 1.1849 1.6474 -0.5157
*
```

Output
* E_HOMO: -0.434 Ha
* HOMO-LUMO gap: 0.3197 hartree
* molecular weight: 162.2 Da

Atom charges from the Löwdin analysis, given in e for atoms 1 to 8:
1 C -0.473
2 C -0.727
3 C -0.085
4 C -0.225
5 N 0.215
6 N 0.192
7 N 0.115
8 N -0.090


No. 6
This record from OMol25 describes a cluster of 7 separate species, C21H28O21 in total. The level of theory is ωB97M-V/def2-TZVPD.

```
! wB97M-V def2-TZVPD RIJCOSX def2/J DEFGRID3
* xyz 0 1
O 3.7654 0.5332 -0.0353
C 2.5687 0.7102 -0.1638
O 1.6685 0.5177 0.8184
C 0.4130 0.9212 0.4613
C 0.5435 0.8459 -1.0361
O 1.8881 1.0955 -1.2456
H -0.3700 0.2560 0.8255
H 0.2318 1.9346 0.8196
H -0.0510 1.5949 -1.5592
H 0.1923 -0.0922 -1.4660
O 3.7331 -0.5972 -6.7800
C 4.2507 -0.9036 -5.7303
O 5.0972 -1.8938 -5.5744
C 5.6402 -1.6500 -4.2495
C 4.4256 -1.0924 -3.4922
O 3.9597 -0.3347 -4.5261
H 6.1354 -2.5235 -3.8253
H 6.3791 -0.8528 -4.3306
H 4.7437 -0.5138 -2.6250
H 3.6619 -1.8089 -3.1897
O -1.9959 1.1272 -6.0650
C -0.9618 0.8686 -5.4649
O -0.0007 1.6849 -5.2918
C 1.2489 1.0267 -5.2272
C 0.8547 -0.3424 -4.6982
O -0.5710 -0.3162 -5.0787
H 1.7325 0.8727 -6.1919
H 1.9615 1.4314 -4.5085
H 1.0786 -0.4581 -3.6377
H 1.3649 -1.1444 -5.2316
O -1.5468 4.1671 0.8581
C -1.8118 4.5607 1.9442
O -1.0985 5.6277 2.5168
C -1.8107 5.8722 3.7622
C -2.8355 4.8406 3.9055
O -2.6622 4.0186 2.7564
H -1.1502 5.8457 4.6289
H -2.3121 6.8397 3.7857
H -3.7903 5.3665 3.9098
H -2.7657 4.2820 4.8388
O 1.6235 -2.6486 -2.0581
C 1.3047 -3.4042 -1.1290
O 0.9185 -2.9284 0.0106
C 0.5175 -3.9566 0.8580
C 1.1733 -5.1680 0.2602
O 1.3371 -4.7938 -1.1036
H 0.7664 -3.8264 1.9112
H -0.5408 -4.1934 0.9672
H 0.4305 -5.9583 0.3687
H 2.0979 -5.4120 0.7834
O -2.8804 1.0329 6.3224
C -1.9501 0.5304 5.7228
O -1.0721 1.0941 4.8676
C -0.2129 0.0441 4.2390
C -0.6798 -1.2526 4.8674
O -1.7885 -0.8347 5.6327
H -0.2030 -0.0239 3.1512
H 0.8037 0.2046 4.5980
H 0.0851 -1.5325 5.5917
H -0.9487 -1.9724 4.0943
O -1.7474 -1.7565 1.7034
C -2.9123 -1.3391 1.7093
O -3.3258 -0.2311 2.3762
C -4.6807 -0.1002 2.1323
C -4.9489 -0.9560 0.8789
O -3.7797 -1.7564 0.8150
H -5.3542 -0.3986 2.9356
H -4.9353 0.9327 1.8945
H -4.9812 -0.2695 0.0329
H -5.9207 -1.4429 0.9598
*
```

Output
* E_HOMO: -0.370 Ha
* SMILES: O=C1OCCO1.O=C1OCCO1.O=C1OCCO1.O=C1OCCO1.O=C1OCCO1.O=C1OCCO1.O=C1OCCO1
* HOMO-LUMO gap: 0.3745 hartree
* molecular weight: 616.4 Da

Atom charges from the Löwdin analysis, given in e for atoms 1 to 8:
1 O 0.133
2 C -0.531
3 O 0.064
4 C -0.145
5 C -0.143
6 O 0.082
7 H 0.117
8 H 0.133


No. 7
This record from OMol25 describes a cluster of 9 separate species, BH20O8 in total. The level of theory is ωB97M-V/def2-TZVPD.

```
! wB97M-V def2-TZVPD RIJCOSX def2/J DEFGRID3
* xyz -1 1
B 0.0376 0.0273 0.2013
H -0.6387 -0.8810 0.0059
H -0.0394 0.3898 1.2929
H 1.1192 -0.2197 -0.1062
H -0.4101 0.8912 -0.4159
O -2.6146 0.2067 -1.3843
H -1.7155 0.3197 -0.9733
H -2.6247 0.8423 -2.1064
O 1.8600 2.4084 -0.2953
H 1.3369 3.1399 0.0483
H 1.3414 1.6151 -0.0635
O -2.5928 -0.8791 1.7914
H -1.6490 -0.8960 1.5663
H -3.0418 -0.8974 0.9370
O 1.9910 -1.4064 2.0216
H 1.5519 -0.7883 1.3967
H 1.3054 -2.0423 2.2416
O -1.4444 2.5155 1.3476
H -0.9851 1.6737 1.1249
H -1.9585 2.7232 0.5624
O 1.1209 -0.4721 -2.6451
H 1.0390 0.4299 -2.9687
H 1.0029 -0.3918 -1.6773
O 4.4411 -0.2897 0.5113
H 3.9813 -0.3617 -0.3318
H 3.7630 -0.4855 1.1724
O -2.1848 -2.7536 -1.1746
H -1.7944 -2.4554 -0.3489
H -2.1978 -1.9626 -1.7304
*
```

Output
* E_HOMO: -0.285 Ha
* HOMO-LUMO gap: 0.3904 hartree
* molecular weight: 159.0 Da

Atom charges from the Löwdin analysis, given in e for atoms 1 to 8:
1 B -0.385
2 H -0.006
3 H 0.022
4 H -0.005
5 H -0.001
6 O -0.090
7 H -0.024
8 H 0.040


No. 8
This record from OMol25 describes an isolated molecule of C9H14N2O7. The level of theory is ωB97M-V/def2-TZVPD.

```
! wB97M-V def2-TZVPD RIJCOSX def2/J DEFGRID3
* xyz 0 1
N -0.9495 -2.7093 0.3350
C 0.0662 -1.6584 0.4177
C 0.7952 -1.4431 1.7302
C -0.1774 -1.4139 2.9292
C -1.4490 -0.4822 2.5387
O -2.5186 -0.9446 2.8630
O -1.2644 0.6318 1.8904
C 1.0819 -1.8465 -0.7150
O 1.3764 -2.9691 -1.1438
N 1.7612 -0.7877 -1.2788
C 1.0676 0.5853 -1.4653
C -0.2836 0.6238 -2.1750
C -0.8701 2.0854 -2.1930
O -1.9497 2.4449 -1.7513
O -0.0173 2.9297 -2.8587
C 1.2457 1.2990 -0.1139
O 2.1454 1.2083 0.7080
O 0.2055 2.1636 0.1131
H -0.5972 -3.3343 -0.4182
H -0.8084 -3.2946 1.1406
H -0.4567 -0.7492 0.1310
H 1.4734 -0.4937 1.6691
H 1.5595 -2.2297 1.7640
H 0.2404 -1.0073 3.8932
H -0.7025 -2.3957 3.0379
H -2.1106 1.0051 1.5739
H 2.6637 -0.8955 -1.8096
H 1.6180 1.1037 -2.0979
H -0.1721 0.3662 -3.1888
H -1.0583 -0.0153 -1.6982
H -0.2475 3.8223 -2.7064
H 0.2391 2.3844 1.0287
*
```

Output
* E_HOMO: -0.363 Ha
* SMILES: N[C@@H](CCC(=O)O)C(=O)N[C@@H](CC(=O)O)C(=O)O
* HOMO-LUMO gap: 0.3734 hartree
* molecular weight: 262.2 Da

Atom charges from the Löwdin analysis, given in e for atoms 1 to 8:
1 N 0.088
2 C -0.349
3 C -0.143
4 C -0.050
5 C -0.530
6 O 0.090
7 O 0.118
8 C -0.420